Entry 1:
The following is a DFT calculation (ωB97M-V/def2-TZVPD) of a single C4H9N3O molecule at a distorted geometry.

Geometry as XYZ:
```
17
Properties=species:S:1:pos:R:3:mulliken_charge:R:1
O 1.6630 0.2645 1.4392 -0.40
N 0.2547 -0.0777 1.2834 -0.41
N 0.1506 -0.1902 -0.9777 -0.35
N -0.6600 -2.2391 0.3025 -0.64
C -0.4957 0.4761 0.1628 0.78
C 1.5064 0.1065 -1.4115 -0.80
C -0.1632 -0.9490 0.2101 0.39
C -1.5840 1.4778 0.1698 -1.32
H -1.1561 -2.4919 -0.5437 0.27
H -2.2407 1.2991 -0.6791 0.34
H -2.1507 1.3998 1.0956 0.33
H 2.2007 0.3445 -0.6058 0.34
H -1.1772 2.4861 0.0910 0.31
H -1.2471 -2.3578 1.1202 0.27
H 1.4430 0.9509 -2.0978 0.29
H 1.7877 0.2661 2.3962 0.31
H 1.8686 -0.7659 -1.9549 0.28
```

The SMILES is CN1[C@]2(C)N(O)[C@]12N. The LUMO energy comes out at 0.941 eV. The calculation puts the largest force on an atom at 0.0234 hartree/bohr. The value obtained for the energy above the lowest of the compared OMol25 structures with the same formula, charge and spin is 512.9 kJ/mol. The HOMO energy is -8.60 eV.

Entry 2:
The following is a DFT calculation (ωB97M-V/def2-TZVPD) of 2 unconnected molecules or ions with the total composition C12H22O7S at a distorted geometry.

Geometry as XYZ:
```
42
Properties=species:S:1:pos:R:3:mulliken_charge:R:1
S 1.8953 -0.4557 -1.4334 1.06
O -3.3100 -1.4828 -0.2728 -0.57
O 0.6170 -0.0735 -2.1042 -0.63
O -1.3866 2.6650 -1.1972 -0.27
O -2.3544 4.4638 -0.2939 -0.37
O -0.7193 3.3922 0.8222 -0.48
O 2.4944 0.8659 -0.6474 -0.49
O 2.8216 -0.9968 -2.4378 -0.66
C -2.8168 4.3928 -1.6442 -0.36
C -2.1733 -2.2844 0.1174 -0.21
C 1.0902 0.4601 1.3920 -1.00
C 0.4066 -0.8031 0.7909 -0.19
C 3.9898 -2.2302 0.0665 -1.37
C -0.2939 -1.7205 1.8336 -0.97
C -2.5116 2.9677 -2.0213 -0.38
C 1.4340 -1.6030 -0.1006 0.17
C 2.6100 -2.1337 0.7728 -0.58
C 1.4701 1.4030 0.2218 -0.71
C -1.8222 -1.8759 1.5764 -0.78
C -1.4201 3.4982 -0.1314 0.63
H -1.3685 -2.0690 -0.6071 0.19
H 0.3252 1.0038 1.9775 0.64
H -0.1650 -1.2608 2.8285 0.31
H -3.1371 -1.0956 -1.1249 0.30
H -2.4767 -3.3381 0.0151 0.30
H 1.8420 2.3411 0.6591 0.52
H 4.7399 -2.5053 0.8280 0.40
H -2.2090 -2.6730 2.2369 0.39
H 2.3382 -3.1662 1.0600 0.32
H -2.3673 -0.9507 1.8110 0.33
H -3.3267 2.2840 -1.7719 0.25
H -2.2629 2.8528 -3.0743 0.34
H 4.3115 -1.2839 -0.3992 0.34
H 0.8859 -2.4790 -0.4828 0.63
H -2.2598 5.1144 -2.2464 0.25
H 2.7575 -1.5922 1.7166 0.33
H 0.5531 1.6379 -0.3220 0.57
H -0.3908 -0.4071 0.1343 0.51
H 0.1321 -2.7392 1.8014 0.33
H 1.9104 0.2345 2.0882 0.28
H -3.8781 4.6266 -1.7031 0.32
H 4.0251 -2.9840 -0.7345 0.33
```

The SMILES is CC[C@H]1[C@@H](CCCO)CCOS1(=O)=O.O=C1OCCO1. The LUMO energy comes out at 0.526 eV. The calculation puts the largest force on an atom at 0.0916 hartree/bohr. The value obtained for the energy above the lowest of the compared OMol25 structures with the same formula, charge and spin is 96.1 kJ/mol. The HOMO energy is -10.31 eV.

Entry 3:
The following is a DFT calculation (ωB97M-V/def2-TZVPD) of a molecular structure, C24H56CdO13S9Tl at a distorted geometry.

Geometry as XYZ:
```
104
Properties=species:S:1:pos:R:3:mulliken_charge:R:1
Tl 4.0738 -1.2650 1.4619 1.31
Cd -4.8901 -1.1591 -0.9246 1.17
S 1.4985 -2.8347 4.6682 0.42
S 5.8541 2.5310 0.6342 0.47
S -6.5225 1.4449 0.6167 0.49
S 2.8453 -3.9732 -1.7741 0.23
S -0.4954 1.8125 -5.2489 0.49
S 5.0824 -0.7404 -2.4314 0.45
S 2.4645 2.1126 3.2588 0.76
S -3.1049 1.9937 3.9242 0.32
S -3.5054 -3.4549 -2.9563 0.65
O 2.9731 0.7018 3.1559 -0.47
O 3.4538 -2.9830 -0.8083 -0.48
O 4.8318 1.5552 1.2005 -0.30
O -1.2181 0.8844 -6.1608 -0.60
O 5.0543 -0.4571 -0.9511 -0.53
O 1.4005 -2.0253 0.8069 -0.36
O 2.8636 -2.6237 4.0777 -0.49
O -4.2610 -2.2415 -2.4064 -0.68
O 2.3238 0.4274 0.0727 -0.62
O -5.7445 0.2048 0.1363 -0.45
O -1.7300 1.8899 4.5473 -0.56
O -2.9203 -0.8027 -0.0240 -0.37
O -1.9683 1.8233 -0.7284 -0.74
C -0.0029 0.8805 -3.7861 -0.10
C 0.6431 -1.2214 0.3110 0.07
C 0.5579 -3.9794 3.5729 -0.65
C -3.3656 -4.5523 -1.5348 -0.78
C -1.6719 -0.5008 -0.1189 -0.86
C -5.5949 2.7518 -0.2014 -0.52
C 3.9500 0.4414 -3.1902 -0.59
C -7.9711 1.4154 -0.4591 -1.03
C -1.6442 3.0547 -4.4845 -0.83
C 1.5773 -4.8820 -0.7968 -0.23
C -0.8088 -1.5369 0.2147 0.40
C 6.6055 3.4428 2.0395 -1.01
C -2.7100 2.7987 2.3584 -0.19
C 0.1511 1.2008 -0.3282 -0.48
C -3.7020 0.4177 3.3095 -0.57
C 0.6750 2.1412 3.0802 -0.88
C 4.8007 3.9176 0.0411 -0.99
C 0.5767 -1.3333 4.2918 -0.25
C -4.6511 -4.4583 -3.9556 -1.10
C 1.6953 -3.0478 -2.8104 -0.33
C 6.5805 0.0793 -3.0862 -1.09
C 2.5628 2.4953 5.0023 -1.27
C -1.1966 0.8953 -0.4375 0.04
C 1.1223 0.2370 0.0056 1.09
H 0.1080 1.3199 3.5251 0.28
H -5.8180 2.6384 -1.2675 0.40
H -4.7315 0.4665 2.9589 0.31
H 0.9065 0.2986 -3.9218 0.17
H -2.6987 -4.1204 -0.7887 0.05
H 4.2409 1.4907 -3.1312 0.55
H -2.9423 -5.5349 -1.7478 0.42
H -3.6633 3.0164 1.8668 0.15
H 7.5337 2.9130 2.2434 0.36
H 6.6064 1.1288 -2.7995 0.28
H -8.5844 2.2905 -0.2447 0.42
H 3.8423 0.1683 -4.2405 0.53
H 1.5379 -5.9537 -0.9717 0.51
H 6.0336 3.4069 2.9697 0.24
H 0.4792 2.2237 -0.4595 0.69
H -3.1177 -0.0364 2.5017 -0.16
H -2.3098 3.8058 2.4465 0.48
H -2.4896 2.7016 -3.8885 0.18
H 0.7367 -4.9916 3.9331 0.45
H -2.0865 3.4834 -5.3823 0.38
H 2.0568 1.7148 5.5745 0.32
H -2.1215 2.0869 1.7855 -0.42
H -1.0829 3.7204 -3.8323 0.32
H 5.4952 4.6728 -0.3242 0.48
H 0.2472 3.0093 3.5884 0.66
H -5.8836 3.7702 0.0498 0.51
H 1.6726 -4.6649 0.2636 -0.04
H -4.2971 -5.4746 -4.1238 0.41
H 0.7153 -3.9106 2.4975 -0.05
H 3.0006 0.3898 -2.6551 -0.39
H 0.7232 -1.0085 3.2597 -0.34
H 2.2103 3.4967 5.2331 0.44
H 7.4411 -0.5085 -2.7685 0.39
H -5.6585 -4.4609 -3.5409 0.37
H -4.6831 -3.9729 -4.9317 0.39
H 0.3332 2.2266 2.0472 -0.10
H 1.2830 -3.6323 -3.6356 0.53
H -8.4875 0.5021 -0.1650 0.38
H 4.0868 3.5738 -0.7050 0.26
H 6.6953 4.5155 1.8756 0.42
H 0.6878 -4.3748 -1.1669 -0.14
H 2.2547 -2.2397 -3.2838 0.05
H -7.6871 1.3840 -1.5089 0.35
H -0.7767 0.1148 -3.6502 0.17
H -4.5224 2.5532 -0.2077 -0.17
H -0.4889 -1.3738 4.5131 0.58
H 4.1796 4.3277 0.8376 0.30
H 1.0355 -0.5409 4.8838 0.09
H 6.6863 0.0822 -4.1741 0.43
H -4.3461 -4.7310 -1.0899 0.43
H -0.5085 -3.8004 3.7327 0.32
H -1.1884 -2.4909 0.5414 0.76
H 3.5988 2.3352 5.3047 0.44
H -3.6054 -0.2999 4.1251 0.46
H 0.8355 -2.6382 -2.2750 -0.11
H -0.0225 1.4534 -2.8603 -0.16
```

The LUMO energy comes out at -11.714 eV. The calculation puts the largest force on an atom at 0.0634 hartree/bohr. The value obtained for the energy above the lowest of the compared OMol25 structures with the same formula, charge and spin is 0.0 kJ/mol. The total charge is +3. The HOMO energy is -14.32 eV.

HOMO energy of number 2 (C12H22O7S)? -10.31 eV